ORCA calculation (ωB97M-V with the def2-TZVPD basis set) on a cluster of 7 separate species, C23H31F7NO19P in total.

Atoms and positions in Å:
C: 1.52745 -1.53464 0.14342
C: 1.42699 -0.34124 -0.77783
O: 2.73701 -0.19114 -1.35285
C: 0.35106 -0.38535 -1.89444
P: -0.57893 -1.98504 -1.99196
N: -0.92095 -2.01127 -3.70577
C: -2.24737 -1.64571 -1.29657
C: -2.90167 -0.27638 -1.37936
F: -4.20632 -0.39155 -1.90909
H: 0.59547 -1.70534 0.68174
H: 1.82853 -2.43526 -0.38791
H: 2.28887 -1.31182 0.89320
H: 1.20862 0.53185 -0.15481
H: 2.69819 0.52788 -1.99235
H: -0.27001 0.50113 -1.77609
H: 0.86435 -0.26960 -2.85137
H: -1.17832 -2.96764 -3.93398
H: -0.05835 -1.83068 -4.20945
H: -2.91826 -2.34427 -1.78670
H: -2.15175 -1.94491 -0.25191
H: -3.01786 0.14950 -0.38286
H: -2.38238 0.41555 -2.04084
O: 7.05576 0.11701 3.14523
C: 6.76871 0.08729 1.99482
O: 5.51878 -0.08321 1.51691
C: 5.53736 0.10416 0.09470
C: 6.99626 -0.15361 -0.22909
F: 7.45143 0.62145 -1.24160
O: 7.65246 0.21648 0.97101
H: 5.26922 1.13660 -0.13299
H: 4.83618 -0.56550 -0.39080
H: 7.23865 -1.19358 -0.45429
O: 0.84542 0.15274 3.18257
C: 1.82979 0.71804 3.52255
O: 2.75659 0.22778 4.37032
C: 3.87166 1.12727 4.39829
C: 3.23624 2.42307 3.94073
F: 4.08716 3.18079 3.19410
O: 2.18115 1.96992 3.11465
H: 4.62459 0.78372 3.69103
H: 4.29960 1.17590 5.39475
H: 2.83171 3.04581 4.73388
O: 0.39308 3.12752 -1.52845
C: -0.70378 3.38438 -1.89145
O: -1.41952 2.64383 -2.76918
C: -2.74369 3.17975 -2.83689
C: -2.53805 4.60208 -2.35112
F: -3.59240 5.06461 -1.64366
O: -1.41960 4.46916 -1.49435
H: -3.39460 2.63323 -2.15209
H: -3.12922 3.10346 -3.84880
H: -2.30046 5.32510 -3.13336
O: 2.18736 4.28068 6.35738
C: 2.93061 5.19558 6.23314
O: 2.57381 6.49496 6.19022
C: 3.75978 7.29362 6.17422
C: 4.79830 6.31431 5.65369
F: 6.01467 6.50772 6.20896
O: 4.27778 5.07086 6.08622
H: 4.00949 7.59532 7.19237
H: 3.61141 8.16562 5.54579
H: 4.90767 6.28976 4.56823
O: -5.05510 -5.45544 1.03388
C: -5.54051 -4.67181 0.29408
O: -5.04312 -3.45000 0.00425
C: -5.81801 -2.87650 -1.05065
C: -7.12366 -3.63573 -0.92457
F: -7.71805 -3.85355 -2.12833
O: -6.71463 -4.86852 -0.37989
H: -5.34330 -3.08764 -2.00778
H: -5.90839 -1.80447 -0.91574
H: -7.85907 -3.17918 -0.25945
O: -3.11801 -4.54411 -2.21459
C: -3.67971 -5.06565 -3.11810
O: -4.98552 -5.41469 -3.11322
C: -5.34527 -5.85694 -4.42421
C: -3.99848 -6.24924 -5.00615
F: -3.90968 -5.98994 -6.32948
O: -3.10657 -5.40294 -4.30325
H: -5.77008 -5.02366 -4.98587
H: -6.05975 -6.67085 -4.35775
H: -3.70876 -7.28689 -4.83302

## Properties
Calculated total energy: -93058.316 eV
Energy above the lowest of the compared OMol25 structures with the same formula, charge and spin: 22.2 kJ/mol
Gap between HOMO and LUMO: 8.23 eV
Spin multiplicity: 1
Structure (SMILES): C[C@@H](O)CP(N)CCF.O=C1OC[C@@H](F)O1.O=C1OC[C@@H](F)O1.O=C1OC[C@@H](F)O1.O=C1OC[C@@H](F)O1.O=C1OC[C@@H](F)O1.O=C1OC[C@@H](F)O1
LUMO energy: 0.020 Eh